Entry from OMol25: 4 unconnected molecules or ions with the total composition C20H35FO7S (ωB97M-V/def2-TZVPD).

```
64
Properties=species:S:1:pos:R:3:forces:R:3
C -3.401583 -0.529611 -2.809984 0.61 0.00 0.05
C -2.564830 -0.252050 -1.990683 -0.02 -1.02 0.65
C -1.588569 -0.214935 -0.858673 -0.45 1.01 -1.20
C -0.469150 0.809473 -1.187419 -1.28 0.60 0.29
C -0.033514 1.614283 0.040728 0.76 -0.89 1.03
C 1.373728 2.216691 -0.071362 -0.61 -0.10 -1.04
C 2.533325 1.169237 -0.291829 -0.41 1.45 0.05
C 3.266812 1.015220 1.072225 -0.39 -0.84 -0.12
C 3.770831 -0.386619 1.453705 0.38 0.67 0.84
O 4.539583 -1.010635 0.442504 -0.23 -0.05 0.29
C 3.407466 1.777989 -1.428836 0.47 0.07 0.48
C 4.841601 1.271920 -1.462467 -0.19 -1.00 -0.05
F 5.570597 1.927294 -2.439043 0.01 0.46 -0.32
S 1.793557 -0.352495 -0.931362 0.14 -1.72 -1.03
O 1.183602 -1.169527 0.098373 0.25 0.93 -0.19
O 2.724075 -1.026889 -1.807998 -0.78 0.75 0.40
O 0.608533 0.190110 -1.909500 1.21 0.01 1.00
H -3.996169 -0.904335 -3.606783 -0.22 0.29 -0.02
H -2.135188 0.127670 0.022867 0.08 -0.19 0.11
H -1.183603 -1.213323 -0.713279 0.03 0.04 0.19
H -0.922208 1.515569 -1.887838 0.40 -0.07 -0.21
H -0.770677 2.376816 0.294235 -0.02 0.02 -0.33
H -0.032009 0.926165 0.899468 -0.05 0.12 -0.05
H 1.607807 2.846863 0.783965 0.07 -0.16 0.05
H 1.368576 2.889964 -0.936514 0.01 -0.08 0.05
H 2.559081 1.319137 1.849281 0.07 -0.15 0.04
H 4.065280 1.752334 1.115650 0.00 -0.02 -0.20
H 4.425531 -0.262713 2.327863 -0.09 0.05 -0.07
H 2.930331 -0.988558 1.804441 0.07 -0.15 -0.35
H 4.034543 -1.770385 0.151439 0.05 -0.19 -0.39
H 3.448311 2.857637 -1.248893 0.00 -0.10 0.14
H 2.897876 1.653499 -2.386880 0.17 -0.18 -0.03
H 5.368746 1.406094 -0.518549 -0.12 0.20 0.03
H 4.875383 0.206318 -1.689575 -0.04 0.10 -0.04
C -3.738040 -2.476082 1.507134 0.11 0.27 -0.03
C -4.811067 -1.434170 1.341349 0.16 0.06 0.01
C -6.240329 -1.917866 1.345313 -0.09 0.26 -0.04
O -4.546030 -0.260438 1.206201 -0.01 0.05 -0.01
H -2.761226 -1.995649 1.489111 -0.02 0.01 0.03
H -3.861633 -2.989541 2.462684 -0.06 -0.14 -0.08
H -3.790082 -3.197873 0.690838 -0.05 -0.07 0.18
H -6.465837 -2.407043 2.294137 0.01 -0.15 -0.07
H -6.395870 -2.622853 0.526980 0.02 -0.13 0.10
H -6.910672 -1.070410 1.215524 0.02 0.00 0.00
C 4.697680 6.295429 1.604566 0.06 -0.15 -0.22
C 3.796880 5.139229 1.953182 0.03 -0.05 -0.08
C 3.019704 5.235486 3.241517 -0.10 -0.24 -0.08
O 3.701205 4.172972 1.228934 -0.03 0.08 0.04
H 5.193924 6.095496 0.657303 -0.02 -0.01 0.01
H 4.110609 7.210297 1.511591 0.05 0.05 0.15
H 5.453602 6.426084 2.380284 -0.08 0.13 0.06
H 2.363074 6.106350 3.216694 0.10 0.08 0.10
H 3.705896 5.322112 4.085065 -0.03 0.16 0.02
H 2.414567 4.339864 3.369209 0.02 0.01 -0.01
C -4.078742 -6.964983 -1.652040 0.15 0.02 0.21
C -4.217282 -5.472797 -1.490149 0.05 0.05 0.04
C -5.079849 -4.747994 -2.492645 0.05 0.22 0.14
O -3.659758 -4.880148 -0.594586 -0.04 -0.15 -0.09
H -3.433835 -7.355898 -0.868087 -0.01 0.02 -0.01
H -5.057731 -7.440735 -1.576584 -0.01 -0.02 -0.16
H -3.636625 -7.195156 -2.622454 -0.14 -0.04 -0.06
H -6.100892 -5.130993 -2.452585 0.02 -0.09 -0.14
H -4.679097 -4.886345 -3.497828 -0.11 -0.10 -0.04
H -5.090219 -3.684550 -2.259931 0.03 -0.02 0.00
```
Positions in Å, forces in eV/Å.

For the maximum force, the calculation gives 2.0 eV Å⁻¹. As for the LUMO energy: 0.54 eV. As for the SMILES: C#CC[C@H]1CC[C@](CCO)(CCF)S(=O)(=O)O1.CC(C)=O.CC(C)=O.CC(C)=O. As for the molar mass: 438.56 g/mol. Its HOMO energy is -9.4 eV. The gap between HOMO and LUMO comes out at 0.36381 Ha.

Population analysis type natural (NBO), resulting atomic charges in e: C -0.250; C -0.005; C -0.504; C 0.094; C -0.443; C -0.390; C -0.263; C -0.436; C -0.080; O -0.726; C -0.440; C 0.052; F -0.374; S 2.357; O -0.953; O -0.928; O -0.687; H 0.230; H 0.258; H 0.265; H 0.205; H 0.234; H 0.215; H 0.239; H 0.207; H 0.215; H 0.241; H 0.171; H 0.191; H 0.486; H 0.227; H 0.233; H 0.159; H 0.194; C -0.740; C 0.604; C -0.719; O -0.561; H 0.227; H 0.225; H 0.272; H 0.227; H 0.227; H 0.232; C -0.722; C 0.609; C -0.722; O -0.567; H 0.240; H 0.233; H 0.233; H 0.234; H 0.234; H 0.232; C -0.721; C 0.606; C -0.723; O -0.555; H 0.238; H 0.230; H 0.233; H 0.230; H 0.234; H 0.236



Entry from OMol25: 2 unconnected molecules or ions with the total composition C3H6OS (ωB97M-V/def2-TZVPD).

```
11
Properties=species:S:1:pos:R:3:forces:R:3
C -0.765368 0.285418 0.863862 2.07 1.38 -2.57
C 0.174681 -0.720670 1.458570 -0.43 -0.36 2.00
C 0.126051 1.037634 -1.290671 0.85 -2.85 3.57
O -1.674517 0.892274 1.272898 -0.40 -0.31 0.47
S 1.022956 -0.329403 -1.907906 -0.06 -0.84 -0.83
H -0.328836 -1.668480 1.337723 -0.43 -0.51 -0.09
H 1.146022 -0.924060 0.943200 -0.74 0.98 0.60
H 0.149667 -0.577422 2.639047 0.60 -0.08 -2.51
H 0.814959 1.737611 -0.881665 0.05 0.83 0.02
H -0.681707 1.265563 -1.864165 -2.11 1.24 -1.23
H 0.016093 -0.998467 -2.570894 0.60 0.53 0.56
```
Positions in Å, forces in eV/Å.

For the maximum force, the calculation gives 4.6 eV Å⁻¹. As for the LUMO energy (spin up / spin down): 0.45 / 0.45 eV. As for the molar mass: 90.15 g/mol. Its HOMO energy (spin up / spin down) is -7.1 / -7.2 eV. The calculation puts the relative energy (zero: lowest compared OMol25 entry of this formula, charge and spin) at 78.8 kcal per mole. The gap between HOMO and LUMO (spin up / spin down) comes out at 0.27881 / 0.27953 Ha.

Population analysis type natural (NBO), resulting atomic charges in e: C 0.647; C -0.785; C -0.660; O -0.500; S -0.016; H 0.256; H 0.270; H 0.251; H 0.211; H 0.200; H 0.126



- Which of these has the lowest maximum force?
  C20H35FO7S